The following is a quantum chemistry calculation of a structure of composition C11H26CdO15 in a non-equilibrium geometry, from the Open Molecules 2025 dataset.

Atoms and positions in Å:
Cd: -1.83 1.83 4.15
C: 1.08 4.22 2.81
C: 0.62 2.87 2.29
O: -0.79 2.65 2.44
H: 2.14 4.45 2.77
H: 0.67 4.54 3.77
H: 0.70 4.92 2.07
H: 1.18 2.09 2.79
H: 0.89 2.81 1.23
O: -0.89 2.64 5.73
H: 0.06 2.86 5.83
C: -1.67 8.10 1.84
C: -0.43 7.72 0.98
O: 0.58 8.27 1.75
C: 0.18 8.36 3.03
O: 0.79 8.84 3.89
O: -1.06 7.87 3.14
H: -2.50 7.42 1.66
H: -1.91 9.15 1.66
H: -0.39 8.23 0.02
H: -0.23 6.65 0.89
C: 2.70 3.07 -1.01
C: 1.87 4.12 -1.78
O: 2.77 4.72 -2.65
C: 4.01 4.22 -2.49
O: 5.06 4.46 -3.13
O: 3.96 3.24 -1.61
H: 2.29 2.09 -1.25
H: 2.62 3.24 0.06
H: 1.44 4.84 -1.08
H: 1.08 3.64 -2.35
C: 2.86 2.50 5.79
C: 3.82 3.70 5.60
O: 3.18 4.82 6.32
C: 2.28 4.24 7.22
O: 1.73 4.87 8.08
O: 2.26 2.89 6.97
H: 3.54 1.66 5.92
H: 2.15 2.34 4.97
H: 3.90 4.07 4.58
H: 4.88 3.65 5.87
O: -2.62 2.71 0.26
H: -2.56 3.53 -0.23
H: -1.82 2.69 0.79
O: -3.03 0.86 2.58
H: -2.82 1.18 1.70
H: -3.59 0.10 2.42
O: -2.60 4.86 2.44
H: -1.75 4.42 2.47
H: -3.23 4.15 2.32
O: -0.34 0.20 4.14
H: 0.12 -0.11 4.93
H: 0.19 -0.14 3.42

Values from the calculation:
E_tot (eV): -47094.321
Charge: +1
⟨S²⟩: 0.7768
2S+1: 2
Max |F| (Eh/bohr): 0.097

Here is what natural (NBO) gives for the atomic charges, in e: atom 1 (Cd): 1.782, atom 2 (C): -0.671, atom 3 (C): -0.099, atom 4 (O): -0.716, atom 5 (H): 0.246, atom 6 (H): 0.241, atom 7 (H): 0.218, atom 8 (H): 0.170, atom 9 (H): 0.216, atom 10 (O): -0.954, atom 11 (H): 0.485, atom 12 (C): -0.105, atom 13 (C): -0.089, atom 14 (O): -0.499, atom 15 (C): 0.955, atom 16 (O): -0.538, atom 17 (O): -0.501, atom 18 (H): 0.220, atom 19 (H): 0.198, atom 20 (H): 0.206, atom 21 (H): 0.154, atom 22 (C): -0.090, atom 23 (C): -0.091, atom 24 (O): -0.471, atom 25 (C): 0.965, atom 26 (O): -0.561, atom 27 (O): -0.472, atom 28 (H): 0.190, atom 29 (H): 0.168, atom 30 (H): 0.175, atom 31 (H): 0.191, atom 32 (C): -0.097, atom 33 (C): -0.113, atom 34 (O): -0.485, atom 35 (C): 0.960, atom 36 (O): -0.523, atom 37 (O): -0.519, atom 38 (H): 0.216, atom 39 (H): 0.155, atom 40 (H): 0.194, atom 41 (H): 0.217, atom 42 (O): -0.966, atom 43 (H): 0.499, atom 44 (H): 0.471, atom 45 (O): -1.014, atom 46 (H): 0.532, atom 47 (H): 0.530, atom 48 (O): -0.939, atom 49 (H): 0.472, atom 50 (H): 0.465, atom 51 (O): -1.010, atom 52 (H): 0.519, atom 53 (H): 0.513

---

The following is a quantum chemistry calculation of a cluster of 12 separate species, C15H42BN11O28S in total in a non-equilibrium geometry, from the Open Molecules 2025 dataset.

Atoms and positions in Å:
C: -1.65 -2.91 -3.97
C: -1.75 -1.81 -5.07
O: -2.65 -0.74 -4.74
B: -3.81 -1.21 -4.10
O: -4.16 -0.57 -2.88
C: -4.79 -2.36 -4.66
C: -5.76 -2.84 -3.52
O: -6.94 -3.49 -4.08
S: -6.77 -3.30 -5.72
O: -6.17 -4.59 -6.14
O: -8.08 -3.07 -6.36
O: -5.73 -2.01 -5.72
H: -2.41 -3.70 -4.05
H: -1.56 -2.48 -2.95
H: -0.68 -3.42 -4.14
H: -1.95 -2.27 -6.07
H: -0.74 -1.35 -5.16
H: -3.55 -0.85 -2.19
H: -4.25 -3.25 -5.08
H: -5.29 -3.47 -2.74
H: -6.21 -2.02 -2.92
C: -4.09 3.37 -1.46
N: -3.71 2.15 -0.70
O: -2.54 1.85 -0.67
O: -4.61 1.54 -0.16
H: -3.19 3.80 -1.89
H: -4.79 3.06 -2.24
H: -4.56 4.06 -0.76
C: -0.63 -7.69 -3.52
N: -1.04 -6.27 -3.52
O: -1.89 -5.93 -4.32
O: -0.49 -5.54 -2.72
H: -1.21 -8.21 -4.28
H: 0.43 -7.73 -3.75
H: -0.84 -8.10 -2.53
C: -3.51 -7.84 -6.80
N: -3.19 -9.09 -6.06
O: -2.04 -9.47 -6.05
O: -4.12 -9.66 -5.53
H: -2.59 -7.45 -7.22
H: -4.22 -8.09 -7.58
H: -3.93 -7.14 -6.08
C: 1.34 -1.38 -0.03
N: 0.76 -1.78 -1.34
O: -0.40 -2.13 -1.35
O: 1.49 -1.73 -2.30
H: 0.58 -1.48 0.73
H: 2.18 -2.05 0.17
H: 1.67 -0.36 -0.12
C: 1.74 2.46 2.97
N: 1.60 1.38 1.97
O: 0.50 0.88 1.83
O: 2.60 1.08 1.34
H: 0.78 2.62 3.44
H: 2.48 2.14 3.70
H: 2.07 3.36 2.45
C: -2.86 1.46 2.63
N: -2.16 2.02 3.81
O: -2.17 3.23 3.95
O: -1.63 1.23 4.56
H: -3.29 2.28 2.05
H: -2.13 0.92 2.04
H: -3.64 0.80 2.99
C: 5.92 4.91 2.87
N: 4.54 4.50 3.25
O: 3.63 5.15 2.78
O: 4.43 3.55 4.00
H: 5.87 5.76 2.21
H: 6.45 5.16 3.79
H: 6.39 4.06 2.38
C: 7.21 2.58 6.58
N: 7.99 3.81 6.34
O: 7.83 4.38 5.28
O: 8.74 4.17 7.22
H: 6.59 2.38 5.71
H: 7.91 1.77 6.75
H: 6.59 2.75 7.46
C: -0.92 3.48 7.34
N: 0.54 3.51 7.58
O: 0.94 3.51 8.72
O: 1.23 3.54 6.58
H: -1.43 3.45 8.30
H: -1.18 4.38 6.79
H: -1.14 2.58 6.76
C: 2.76 6.06 5.89
N: 2.14 7.28 5.33
O: 0.93 7.37 5.37
O: 2.89 8.11 4.87
H: 1.98 5.41 6.27
H: 3.31 5.57 5.10
H: 3.42 6.36 6.70
C: 4.58 -0.30 -3.86
N: 5.41 0.27 -2.76
O: 5.44 1.47 -2.65
O: 5.99 -0.52 -2.05
H: 4.12 0.52 -4.41
H: 5.25 -0.87 -4.50
H: 3.83 -0.94 -3.40

Values from the calculation:
E_tot (eV): -101438.262
Charge: 0
Max |F| (Eh/bohr): 0.086
SMILES: CCOB(O)[C@H]1COS(=O)(=O)O1.C[N+](=O)[O-].C[N+](=O)[O-].C[N+](=O)[O-].C[N+](=O)[O-].C[N+](=O)[O-].C[N+](=O)[O-].C[N+](=O)[O-].C[N+](=O)[O-].C[N+](=O)[O-].C[N+](=O)[O-].C[N+](=O)[O-]

Here is what Löwdin gives for the atomic charges, in e: atom 1 (C): -0.087, atom 2 (C): -0.207, atom 3 (O): 0.069, atom 4 (B): -0.495, atom 5 (O): 0.130, atom 6 (C): -0.173, atom 7 (C): -0.141, atom 8 (O): -0.198, atom 9 (S): 0.752, atom 10 (O): -0.287, atom 11 (O): -0.252, atom 12 (O): -0.168, atom 13 (H): 0.051, atom 14 (H): 0.060, atom 15 (H): 0.081, atom 16 (H): 0.130, atom 17 (H): 0.124, atom 18 (H): 0.105, atom 19 (H): 0.133, atom 20 (H): 0.146, atom 21 (H): 0.134, atom 22 (C): 0.053, atom 23 (N): -0.455, atom 24 (O): 0.065, atom 25 (O): 0.059, atom 26 (H): 0.097, atom 27 (H): 0.104, atom 28 (H): 0.102, atom 29 (C): 0.061, atom 30 (N): -0.430, atom 31 (O): 0.053, atom 32 (O): 0.076, atom 33 (H): 0.064, atom 34 (H): 0.107, atom 35 (H): 0.107, atom 36 (C): 0.046, atom 37 (N): -0.452, atom 38 (O): 0.038, atom 39 (O): 0.078, atom 40 (H): 0.095, atom 41 (H): 0.103, atom 42 (H): 0.095, atom 43 (C): 0.042, atom 44 (N): -0.424, atom 45 (O): 0.054, atom 46 (O): 0.064, atom 47 (H): 0.089, atom 48 (H): 0.110, atom 49 (H): 0.070, atom 50 (C): 0.057, atom 51 (N): -0.414, atom 52 (O): 0.056, atom 53 (O): 0.065, atom 54 (H): 0.087, atom 55 (H): 0.093, atom 56 (H): 0.086, atom 57 (C): 0.041, atom 58 (N): -0.443, atom 59 (O): 0.065, atom 60 (O): 0.053, atom 61 (H): 0.079, atom 62 (H): 0.085, atom 63 (H): 0.108, atom 64 (C): 0.059, atom 65 (N): -0.434, atom 66 (O): 0.062, atom 67 (O): 0.049, atom 68 (H): 0.102, atom 69 (H): 0.072, atom 70 (H): 0.111, atom 71 (C): 0.052, atom 72 (N): -0.445, atom 73 (O): 0.045, atom 74 (O): 0.084, atom 75 (H): 0.086, atom 76 (H): 0.102, atom 77 (H): 0.104, atom 78 (C): 0.052, atom 79 (N): -0.441, atom 80 (O): 0.083, atom 81 (O): 0.028, atom 82 (H): 0.096, atom 83 (H): 0.105, atom 84 (H): 0.081, atom 85 (C): 0.052, atom 86 (N): -0.449, atom 87 (O): 0.066, atom 88 (O): 0.063, atom 89 (H): 0.056, atom 90 (H): 0.062, atom 91 (H): 0.109, atom 92 (C): 0.045, atom 93 (N): -0.460, atom 94 (O): 0.064, atom 95 (O): 0.061, atom 96 (H): 0.095, atom 97 (H): 0.100, atom 98 (H): 0.082

---

The following is a quantum chemistry calculation of a structure of composition C37H58B2F4N8O5PS2Ta in a non-equilibrium geometry, from the Open Molecules 2025 dataset.

Atoms and positions in Å:
Ta: -0.02 0.01 0.28
C: -0.70 4.28 2.83
C: -0.71 3.90 1.39
C: -0.32 4.63 0.31
C: -0.58 3.84 -0.83
N: -1.03 2.64 -0.44
N: -1.14 2.70 0.93
B: -2.07 1.75 1.70
N: -2.80 0.86 0.67
N: -2.25 -0.22 0.03
C: -3.25 -0.81 -0.70
C: -4.39 -0.03 -0.56
C: -4.07 1.01 0.31
C: -4.98 2.07 0.81
C: -3.27 -2.21 -1.31
C: -2.78 -3.17 -0.23
C: -4.72 -2.59 -1.66
C: -2.43 -2.42 -2.58
N: -1.32 0.85 2.72
N: -0.71 -0.32 2.31
C: -0.42 -1.05 3.44
C: -0.79 -0.29 4.53
C: -1.37 0.88 4.06
C: -1.97 1.94 4.91
C: 0.00 -2.50 3.51
C: 1.51 -2.71 3.37
C: -0.44 -3.08 4.87
C: -0.72 -3.27 2.40
C: -0.55 4.50 -2.21
C: -1.64 5.59 -2.14
C: -0.89 3.61 -3.41
C: 0.80 5.17 -2.48
H: -0.32 5.30 2.92
H: -0.05 3.62 3.40
H: -1.71 4.24 3.24
H: 0.07 5.64 0.33
H: -2.88 2.38 2.30
H: -5.35 -0.19 -1.00
H: -5.94 2.00 0.29
H: -4.56 3.06 0.66
H: -5.17 1.94 1.88
H: -3.40 -3.10 0.66
H: -1.75 -2.94 0.04
H: -2.82 -4.20 -0.59
H: -5.37 -2.53 -0.80
H: -4.73 -3.62 -2.01
H: -5.12 -1.96 -2.46
H: -1.38 -2.17 -2.43
H: -2.83 -1.84 -3.41
H: -2.50 -3.47 -2.86
H: -0.68 -0.55 5.57
H: -2.33 1.49 5.83
H: -2.79 2.46 4.42
H: -1.21 2.67 5.19
H: 2.07 -2.08 4.06
H: 1.85 -2.51 2.36
H: 1.75 -3.75 3.60
H: 0.18 -2.71 5.68
H: -0.33 -4.17 4.83
H: -1.48 -2.86 5.08
H: -0.36 -2.93 1.43
H: -1.80 -3.12 2.47
H: -0.51 -4.33 2.49
H: -2.60 5.17 -1.86
H: -1.75 6.07 -3.11
H: -1.39 6.37 -1.42
H: -1.88 3.18 -3.32
H: -0.14 2.84 -3.56
H: -0.88 4.25 -4.30
H: 1.21 5.66 -1.60
H: 0.68 5.94 -3.25
H: 1.53 4.45 -2.86
O: 3.95 -4.12 0.84
C: 2.74 -4.55 0.47
C: 2.43 -5.88 0.74
C: 1.21 -6.41 0.39
C: 0.26 -5.63 -0.27
C: 0.54 -4.31 -0.52
C: 1.76 -3.74 -0.13
C: 1.97 -2.30 -0.34
O: 0.83 -1.48 -0.24
N: 3.16 -1.90 -0.54
N: 3.65 -0.64 -0.56
C: 4.77 -0.52 -1.19
S: 5.27 -1.57 -2.49
C: 6.98 -0.96 -2.55
C: 6.98 0.51 -2.20
S: 5.87 0.75 -0.77
H: 4.09 -3.21 0.52
H: 3.19 -6.49 1.22
H: 1.00 -7.45 0.61
H: -0.68 -6.07 -0.58
H: -0.17 -3.69 -1.06
H: 7.37 -1.14 -3.55
H: 7.55 -1.54 -1.83
H: 6.63 1.14 -3.02
H: 7.97 0.85 -1.90
C: 2.13 0.48 -4.91
O: 1.51 0.93 -3.69
P: 1.40 -0.01 -2.39
O: -0.26 -0.24 -2.22
C: -1.23 0.58 -2.92
O: 1.27 1.24 -1.27
C: 2.27 2.28 -1.12
H: 2.72 1.30 -5.30
H: 1.35 0.22 -5.63
H: 2.76 -0.39 -4.73
H: -1.30 1.54 -2.43
H: -2.18 0.07 -2.86
H: -0.94 0.69 -3.96
H: 2.92 2.06 -0.29
H: 1.73 3.20 -0.93
H: 2.83 2.37 -2.05
F: 1.69 1.11 3.52
B: 2.19 0.96 2.28
F: 1.14 1.62 1.32
F: 1.99 -0.36 1.78
F: 3.40 1.46 2.00

Values from the calculation:
E_tot (eV): -106198.562
ΔE to the lowest compared entry with this formula, charge and spin (eV): 2.1985
Charge: +2
Max |F| (Eh/bohr): 0.056

Löwdin atomic charge list, values in e, 99 entries: atom 1 (Ta): 2.224, atom 2 (C): 0.017, atom 3 (C): -0.253, atom 4 (C): 0.033, atom 5 (C): -0.239, atom 6 (N): 0.104, atom 7 (N): -0.035, atom 8 (B): -0.532, atom 9 (N): 0.024, atom 10 (N): -0.008, atom 11 (C): -0.184, atom 12 (C): 0.063, atom 13 (C): -0.217, atom 14 (C): 0.013, atom 15 (C): -0.514, atom 16 (C): -0.038, atom 17 (C): -0.045, atom 18 (C): -0.038, atom 19 (N): 0.046, atom 20 (N): -0.036, atom 21 (C): -0.168, atom 22 (C): 0.062, atom 23 (C): -0.214, atom 24 (C): 0.015, atom 25 (C): -0.508, atom 26 (C): -0.009, atom 27 (C): -0.038, atom 28 (C): -0.036, atom 29 (C): -0.516, atom 30 (C): -0.031, atom 31 (C): -0.050, atom 32 (C): -0.034, atom 33 (H): 0.099, atom 34 (H): 0.088, atom 35 (H): 0.084, atom 36 (H): 0.129, atom 37 (H): 0.123, atom 38 (H): 0.127, atom 39 (H): 0.097, atom 40 (H): 0.098, atom 41 (H): 0.101, atom 42 (H): 0.102, atom 43 (H): 0.027, atom 44 (H): 0.103, atom 45 (H): 0.096, atom 46 (H): 0.100, atom 47 (H): 0.096, atom 48 (H): 0.058, atom 49 (H): 0.092, atom 50 (H): 0.101, atom 51 (H): 0.137, atom 52 (H): 0.102, atom 53 (H): 0.077, atom 54 (H): 0.099, atom 55 (H): 0.105, atom 56 (H): 0.055, atom 57 (H): 0.104, atom 58 (H): 0.096, atom 59 (H): 0.097, atom 60 (H): 0.096, atom 61 (H): 0.029, atom 62 (H): 0.094, atom 63 (H): 0.107, atom 64 (H): 0.094, atom 65 (H): 0.094, atom 66 (H): 0.087, atom 67 (H): 0.091, atom 68 (H): 0.059, atom 69 (H): 0.102, atom 70 (H): 0.085, atom 71 (H): 0.098, atom 72 (H): 0.075, atom 73 (O): 0.098, atom 74 (C): -0.261, atom 75 (C): 0.015, atom 76 (C): -0.044, atom 77 (C): -0.071, atom 78 (C): -0.056, atom 79 (C): -0.107, atom 80 (C): -0.313, atom 81 (O): -0.282, atom 82 (N): 0.028, atom 83 (N): -0.082, atom 84 (C): -0.929, atom 85 (S): 0.965, atom 86 (C): -0.487, atom 87 (C): -0.487, atom 88 (S): 0.984, atom 89 (H): 0.087, atom 90 (H): 0.132, atom 91 (H): 0.118, atom 92 (H): 0.109, atom 93 (H): 0.091, atom 94 (H): 0.090, atom 95 (H): 0.087, atom 96 (H): 0.082, atom 97 (H): 0.091, atom 98 (C): -0.066, atom 99 (O): -0.345

---

The following is a quantum chemistry calculation of an isolated molecule of C11H21N5O5 in a non-equilibrium geometry, from the Open Molecules 2025 dataset.

Atoms and positions in Å:
C: 2.36 -0.46 0.25
C: 1.31 -1.59 0.04
C: 1.56 0.55 1.06
C: 0.38 1.09 0.26
C: 0.13 2.69 0.41
C: -0.67 3.04 2.84
C: -0.25 -2.43 -1.79
C: 0.23 -2.96 -3.18
C: -1.68 -1.73 -1.97
C: -2.84 -1.55 -0.99
C: -2.37 -1.17 0.51
H: 3.40 -0.69 -1.41
H: 3.52 0.70 -0.88
H: 3.24 -0.78 0.80
H: 1.19 0.32 2.04
H: 2.25 1.44 1.15
H: 0.41 0.91 -0.83
H: -0.65 0.65 0.44
H: -0.59 3.00 -0.42
H: 1.13 3.11 0.04
H: 0.73 4.05 1.83
H: -1.71 1.73 3.72
H: -0.90 4.77 3.55
H: -1.11 3.78 4.81
H: 1.09 -0.51 -1.67
H: -0.13 -3.41 -1.24
H: -2.03 -2.38 -2.82
H: -1.35 -0.68 -2.20
H: -3.47 -0.66 -1.23
H: -3.35 -2.49 -0.73
H: -1.02 -2.47 0.44
H: 1.66 -2.81 -4.28
N: 2.76 0.03 -1.05
N: 0.00 3.37 1.68
N: -1.38 1.92 2.74
N: -0.49 3.96 3.87
N: 0.66 -1.40 -1.19
O: 1.25 -2.62 0.75
O: -0.40 -3.61 -4.09
O: -2.87 -0.20 1.05
O: -1.50 -1.95 1.09
O: 1.49 -2.52 -3.42

Values from the calculation:
E_tot (eV): -29433.484
ΔE to the lowest compared entry with this formula, charge and spin (eV): 4.6547
Charge: 0
Max |F| (Eh/bohr): 0.109
SMILES: [H]/N=C(\N)NCCC[C@H](N)C(=O)N[C@@H](CCC(=O)O)C(=O)O

Here is what natural (NBO) gives for the atomic charges, in e: atom 1 (C): -0.129, atom 2 (C): 0.695, atom 3 (C): -0.430, atom 4 (C): -0.427, atom 5 (C): -0.185, atom 6 (C): 0.557, atom 7 (C): -0.170, atom 8 (C): 0.782, atom 9 (C): -0.421, atom 10 (C): -0.519, atom 11 (C): 0.790, atom 12 (H): 0.371, atom 13 (H): 0.370, atom 14 (H): 0.208, atom 15 (H): 0.260, atom 16 (H): 0.190, atom 17 (H): 0.199, atom 18 (H): 0.250, atom 19 (H): 0.194, atom 20 (H): 0.177, atom 21 (H): 0.384, atom 22 (H): 0.323, atom 23 (H): 0.371, atom 24 (H): 0.383, atom 25 (H): 0.468, atom 26 (H): 0.266, atom 27 (H): 0.244, atom 28 (H): 0.219, atom 29 (H): 0.258, atom 30 (H): 0.226, atom 31 (H): 0.500, atom 32 (H): 0.497, atom 33 (N): -0.834, atom 34 (N): -0.635, atom 35 (N): -0.743, atom 36 (N): -0.836, atom 37 (N): -0.706, atom 38 (O): -0.639, atom 39 (O): -0.606, atom 40 (O): -0.576, atom 41 (O): -0.660, atom 42 (O): -0.664

---

Q: The lowest max |F| belongs to which entry?
A: C37H58B2F4N8O5PS2Ta